# 1
The following is a quantum chemistry calculation of a cluster of 6 separate species, C27H39ClINO11 in total in a non-equilibrium geometry, from the Open Molecules 2025 dataset.

Structure (XYZ):
```
80
Properties=species:S:1:pos:R:3:forces:R:3:lowdin_charge:R:1
C 4.1774 0.1141 1.2774 0.3 0.1 0.9 -0.06
C 4.2887 -1.1965 0.3472 0.1 0.8 0.3 -0.33
O 4.7457 -2.3067 1.2099 -1.7 0.1 -1.3 -0.09
C 2.9037 -1.6854 -0.3045 0.8 -0.6 0.7 -0.17
O 2.4093 -0.8393 -1.3915 -3.1 -1.0 0.7 -0.10
C 1.0041 -1.1946 -1.4944 -0.8 -2.7 -1.8 -0.19
C 0.5474 -2.3438 -2.2493 0.1 2.4 1.6 -0.44
I 1.9000 -3.6457 -3.3753 -1.1 1.4 1.0 0.98
C -1.0338 -2.7149 -2.2846 -0.7 -0.9 -1.7 -0.26
O -1.5741 -3.3325 -3.2408 2.3 2.4 4.1 0.04
C -1.8577 -2.2663 -0.9509 1.7 2.3 0.9 -0.10
N -3.0285 -3.1083 -0.5862 3.6 -2.8 3.1 0.15
C -2.6048 -3.9290 0.3685 -1.2 1.6 3.9 -0.14
O -2.3984 -4.4237 1.4981 -1.1 2.3 -7.3 0.12
C -1.4342 -1.1199 -0.1764 -0.3 -2.5 -2.0 -0.02
C -2.1841 -0.6722 1.1662 -0.4 -0.1 0.3 -0.07
C -3.7448 -0.3575 0.8280 -0.6 3.8 -3.8 -0.63
O -4.0393 0.5421 -0.0218 1.4 -4.8 4.5 -0.02
Cl -5.1354 -1.2963 1.6212 1.8 0.8 -0.6 0.57
C -0.1427 -0.3406 -0.7670 0.4 3.5 0.5 -0.16
O -0.0236 0.9259 -0.6736 -0.5 -5.6 -0.1 0.06
H 4.5611 -0.1915 2.3314 -0.7 0.4 -1.8 0.09
H 3.1135 0.5132 1.4307 1.4 -0.7 -0.5 0.08
H 4.8569 0.9878 0.9483 -1.2 -1.5 0.2 0.08
H 5.1200 -0.9779 -0.4326 -1.6 -0.7 1.1 0.16
H 3.9873 -2.9501 1.2244 1.2 0.8 0.2 0.09
H 2.0853 -1.7160 0.5045 1.4 0.0 -0.9 0.15
H 3.0742 -2.7524 -0.7252 -0.3 1.6 0.7 0.10
H -1.7406 0.2903 1.6464 -0.8 -1.5 -1.3 0.14
H -2.0951 -1.4831 1.9875 -0.2 1.1 -1.6 0.13
C -2.2520 4.2867 -2.9964 0.1 0.4 0.1 -0.04
C -2.3145 4.4044 -1.4967 0.1 0.7 0.4 -0.49
O -2.1677 5.4794 -0.9388 -0.1 -0.6 -0.3 0.05
C -2.5650 3.1440 -0.7128 0.0 0.3 0.2 -0.03
H -2.0661 5.2717 -3.4295 -0.1 -0.2 0.1 0.07
H -1.4366 3.6188 -3.2828 -0.2 -0.1 -0.1 0.08
H -3.2026 3.9102 -3.3796 0.2 -0.1 -0.1 0.09
H -1.7639 2.4258 -0.8982 -0.2 -0.1 -0.1 0.05
H -3.5293 2.7169 -0.9942 0.2 -0.1 -0.1 0.07
H -2.5844 3.3793 0.3544 0.0 0.0 -0.1 0.09
C -0.1987 4.7843 -6.6251 0.0 -0.2 0.3 -0.02
C -1.6392 5.1995 -6.7661 -0.6 -0.3 0.6 -0.49
O -2.4816 4.8446 -5.9606 0.5 0.2 -0.6 0.05
C -1.9981 6.0702 -7.9408 -0.4 0.1 0.1 -0.03
H -0.0871 4.1603 -5.7351 0.0 0.1 -0.1 0.08
H 0.1085 4.2056 -7.4990 0.1 0.2 0.0 0.09
H 0.4336 5.6680 -6.5145 0.1 -0.1 -0.2 0.09
H -1.7708 5.5487 -8.8732 0.2 0.2 0.0 0.09
H -1.4457 7.0110 -7.8887 0.1 -0.1 -0.2 0.09
H -3.0680 6.2905 -7.9147 0.2 -0.1 0.0 0.08
C -0.5481 -0.3311 5.7419 0.0 -0.5 -0.1 -0.02
C 0.5395 0.0105 4.7583 0.4 -0.4 -0.5 -0.50
O 1.0396 -0.8442 4.0444 -0.3 0.4 0.3 0.04
C 0.9858 1.4455 4.6898 0.3 -0.1 -0.3 -0.02
H -0.7678 -1.4000 5.6822 0.1 0.1 0.0 0.08
H -0.2180 -0.0977 6.7565 -0.2 0.2 0.0 0.08
H -1.4558 0.2268 5.5009 0.1 0.1 0.2 0.09
H 1.3836 1.7570 5.6579 -0.3 0.2 0.0 0.05
H 0.1464 2.0826 4.4020 0.0 0.1 0.2 0.09
H 1.7738 1.5443 3.9388 -0.1 -0.1 0.1 0.08
C 1.5357 2.0383 10.1562 -0.4 0.1 -0.1 -0.02
C 1.9761 2.1770 8.7234 -0.5 0.2 -0.5 -0.49
O 1.1827 2.4608 7.8417 0.4 -0.2 0.5 0.05
C 3.4336 1.9516 8.4209 0.0 0.1 -0.4 -0.02
H 0.4619 2.2280 10.2251 0.2 0.0 0.0 0.08
H 1.7355 1.0244 10.5099 0.2 0.1 0.1 0.09
H 2.0605 2.7668 10.7783 0.1 -0.2 0.1 0.09
H 3.7177 0.9339 8.6975 0.1 0.1 0.2 0.09
H 4.0426 2.6762 8.9659 0.0 -0.2 0.1 0.09
H 3.6061 2.0844 7.3501 0.0 0.0 0.2 0.08
C -0.1653 -6.3525 -4.6490 0.4 -0.2 0.1 -0.07
C -0.1368 -7.7259 -5.2654 0.7 -0.5 0.1 -0.50
O 0.8505 -8.4358 -5.1838 -0.6 0.4 -0.1 0.06
C -1.3751 -8.1882 -5.9865 0.1 -0.4 -0.1 -0.03
H 0.7931 -6.1537 -4.1635 -0.3 -0.2 -0.1 -0.01
H -0.3276 -5.6005 -5.4243 -0.2 0.0 0.1 0.09
H -0.9561 -6.2990 -3.8973 -0.1 0.2 -0.2 0.09
H -1.5913 -7.5178 -6.8212 -0.2 0.1 0.1 0.09
H -2.2197 -8.2161 -5.2945 -0.1 0.2 -0.1 0.09
H -1.2109 -9.1946 -6.3793 0.0 0.2 0.1 0.08
```
Forces are in eV/Å.

Results
HOMO energy: -8.9 eV
F_max: 7.7 eV/A
LUMO energy: -2.10 eV
SMILES string: C[C@@H](O)COC1=C(I)C(=O)C(N=C=O)=C(CC(=O)Cl)C1=O.CC(C)=O.CC(C)=O.CC(C)=O.CC(C)=O.CC(C)=O
gap between HOMO and LUMO: 6.807 eV

***

# 2
The following is a quantum chemistry calculation of the molecule C4H7NO in a non-equilibrium geometry, from the Open Molecules 2025 dataset.

Structure (XYZ):
```
13
Properties=species:S:1:pos:R:3:forces:R:3:lowdin_charge:R:1
C 1.5210 0.4961 0.2469 -0.1 0.3 -0.2 -0.05
C 0.4477 -0.2364 -0.5165 -0.8 1.1 -0.7 -0.10
C -0.4413 -1.1371 0.2633 -0.3 0.2 -0.1 -0.22
N -1.4902 -0.2100 0.7390 -0.9 -0.3 -0.1 0.02
C -1.7061 0.7126 -0.1258 0.0 -0.3 0.7 -0.37
O -0.9261 0.9654 -1.1486 1.6 -1.4 1.6 -0.04
H 1.5665 1.5202 -0.1270 0.1 0.0 0.1 0.09
H 1.3710 0.5079 1.3367 -0.2 0.0 -0.5 0.09
H 2.5102 0.0384 0.0498 -0.5 0.1 -0.1 0.10
H 0.6228 -0.4087 -1.5608 0.5 -0.5 -0.2 0.12
H -0.8767 -1.9412 -0.3562 0.0 0.4 0.2 0.12
H 0.0122 -1.6145 1.1511 0.2 0.4 -0.5 0.12
H -2.6111 1.3071 0.0482 0.4 0.2 -0.4 0.13
```
Forces are in eV/Å.

Results
HOMO energy: -9.2 eV
F_max: 2.7 eV/A
LUMO energy: 0.68 eV
energy relative to the best compared isomer or geometry (same formula, charge and spin): 241.8 kJ/mol
gap between HOMO and LUMO: 9.886 eV

***

# 3
The following is a quantum chemistry calculation of a structure of composition C19H43OP3PrS2 in a non-equilibrium geometry, from the Open Molecules 2025 dataset.

Structure (XYZ):
```
69
Properties=species:S:1:pos:R:3:forces:R:3:mulliken_spin:R:1
Pr 0.5523 -1.4643 0.0010 -0.4 2.7 -1.3 2.05
P -0.4899 1.5166 1.5128 -0.4 0.7 1.4 0.00
P -2.7707 -1.1129 -0.0057 -1.8 -0.3 -0.3 0.00
P 2.7237 0.8047 0.0924 1.4 0.6 0.3 -0.01
H 2.0967 -2.8123 -2.6946 0.3 0.5 0.3 0.00
C 2.8665 -2.4102 -2.0184 -0.2 -1.2 0.6 -0.01
C 2.9267 -2.7160 -0.7025 0.5 0.1 -0.3 0.00
H 2.1515 -3.2053 -0.0443 1.1 -0.5 -1.1 0.00
C -0.8636 3.1775 0.8554 -0.1 -0.2 -0.5 0.00
C -1.9060 1.4731 2.7230 -0.3 -0.3 -0.2 0.00
C 0.7416 2.0365 2.7805 0.5 -0.4 0.2 0.00
C -3.7355 -2.5706 -0.6391 0.4 -0.1 -0.8 0.00
C -3.9418 -0.7876 1.3911 0.6 -0.2 1.1 0.00
C -3.2508 0.3260 -1.0728 0.8 0.2 -0.5 0.00
C 4.2502 0.3429 -0.8219 -0.1 -0.4 -0.6 0.00
C 3.6791 1.0141 1.6235 0.0 -0.1 1.1 0.00
C 2.5844 2.5759 -0.4345 -0.6 0.0 -0.3 0.00
H 3.7057 -1.8515 -2.4712 -0.6 -0.7 0.1 0.00
H 3.9113 -2.5927 -0.2340 -0.7 0.3 0.4 0.00
H -1.0931 3.8604 1.6760 0.1 -0.1 0.0 0.00
H -1.7460 3.1124 0.2177 0.1 0.2 -0.2 0.00
H -0.0095 3.5628 0.2995 -0.2 0.1 -0.1 0.00
H -1.7875 2.2688 3.4780 0.0 -0.3 -0.5 0.00
H -1.9583 0.5094 3.2508 -0.2 0.4 -0.2 0.00
H -2.8476 1.6494 2.1839 0.2 -0.2 0.3 0.00
H 0.2775 2.5010 3.6617 0.0 0.0 -0.4 0.00
H 1.4605 2.7407 2.3630 0.0 -0.1 0.1 0.00
H 1.2754 1.1544 3.1413 0.1 0.3 0.0 0.00
H -4.8233 -2.4612 -0.4881 0.6 0.0 0.2 0.00
H -3.3486 -3.5151 -0.2136 -0.4 0.5 0.0 0.00
H -3.6042 -2.6368 -1.7191 0.1 -0.2 -0.1 0.00
H -4.5449 0.1191 1.1827 0.5 -0.6 0.3 0.00
H -3.3074 -0.6829 2.2827 -0.7 0.3 0.0 0.00
H -4.6068 -1.6432 1.5978 0.3 0.4 -0.3 0.00
H -3.9454 0.0800 -1.8932 0.3 -0.1 0.4 0.00
H -2.3117 0.6919 -1.5122 -0.4 0.1 -0.2 0.00
H -3.6728 1.1603 -0.4911 0.1 -0.5 -0.1 0.00
H 4.9004 1.2188 -0.9367 -0.1 -0.3 0.3 0.00
H 4.0671 -0.0454 -1.8195 0.0 0.1 -0.1 0.00
H 4.7476 -0.4484 -0.2499 0.1 0.3 -0.2 0.00
H 4.4846 1.7376 1.5302 0.1 0.1 -0.4 0.00
H 4.1290 0.0757 1.9173 0.2 -0.4 -0.2 0.00
H 3.1327 1.3132 2.5000 -0.4 0.2 0.1 0.00
H 3.5273 2.9119 -0.8976 -0.3 -0.2 0.4 0.00
H 2.3308 3.2366 0.4072 0.2 -0.3 -0.3 0.00
H 1.7911 2.6736 -1.1842 0.1 0.1 0.1 0.00
C -0.2391 0.3231 -3.5246 -2.0 1.0 -1.7 0.00
C -0.4843 1.6247 -4.0150 0.1 0.2 0.5 0.00
C -1.4429 1.8358 -5.0240 0.7 -0.2 0.2 0.00
C -2.0536 0.7440 -5.6209 -0.5 -0.2 0.2 0.00
C -2.0299 -0.4995 -4.9790 0.2 0.1 0.2 0.00
C -1.1464 -0.6819 -3.9095 0.1 -0.4 -0.2 0.00
S 1.2184 -0.1606 -2.7344 1.0 0.8 0.5 -0.01
H 2.0731 0.9249 -2.9583 -1.0 -0.9 0.3 0.00
H 0.0666 2.4610 -3.5576 -0.2 -0.3 -0.6 0.00
H -1.7030 2.8128 -5.4338 0.5 -0.1 0.3 0.00
H -2.5880 0.9241 -6.5513 -0.2 -0.3 0.3 0.00
H -2.6584 -1.3390 -5.3121 0.4 0.5 0.1 0.00
H -1.1273 -1.6623 -3.4220 0.2 0.1 -0.3 0.00
C 0.3735 -3.7934 3.6219 -0.6 -0.4 0.2 0.00
S -0.1366 -2.2769 2.8543 2.5 -0.1 0.5 0.00
C 0.3226 -1.0868 4.1249 -0.5 0.1 0.1 0.00
O 1.2030 -2.2102 1.9179 -1.5 0.4 0.3 -0.01
H -0.1626 -3.9142 4.5503 -0.3 -0.2 0.3 0.00
H 1.4412 -3.7243 3.8008 0.1 0.1 0.0 0.00
H 0.1323 -4.5920 2.9244 0.0 -0.1 0.1 0.00
H 1.4145 -1.0390 4.1636 -0.2 -0.1 -0.1 0.00
H -0.1370 -0.1226 3.8841 0.3 -0.4 0.1 0.00
H -0.0844 -1.4371 5.0750 0.0 0.0 0.0 0.00
```
Forces are in eV/Å.

Results
HOMO energy (alpha / beta): -16.4 / -16.4 eV
F_max: 3.0 eV/A
LUMO energy (alpha / beta): -10.23 / -9.41 eV
⟨S²⟩: 2.004
net charge: +3
energy relative to the best compared isomer or geometry (same formula, charge and spin): 9.0 kJ/mol
2S+1: 3
gap between HOMO and LUMO (alpha / beta): 6.157 / 6.980 eV

***

# 4
The following is a quantum chemistry calculation of a structure of composition C16H23N7 in a non-equilibrium geometry, from the Open Molecules 2025 dataset.

Structure (XYZ):
```
46
Properties=species:S:1:pos:R:3:forces:R:3:lowdin_charge:R:1
C 3.8385 -1.0173 0.0205 1.1 -0.3 -0.6 -0.05
C 2.7503 -1.5189 -0.8017 -1.6 -2.0 -2.1 -0.24
N 1.8594 -1.8817 -1.4724 4.1 -0.3 1.0 0.15
H 4.7952 -1.2255 -0.4586 0.0 0.3 -0.3 0.09
H 3.8728 -1.5168 0.9887 0.1 0.1 -0.5 0.07
H 3.6651 0.0520 0.1411 0.4 0.0 0.2 0.10
C -3.0932 2.4945 0.0011 -2.1 1.8 0.9 -0.13
C -4.2765 3.1819 -0.5012 2.4 -2.1 1.6 -0.29
N -5.2050 3.7483 -0.7780 -3.0 1.9 -1.2 0.11
H -2.9534 2.8247 1.0304 0.0 -0.3 0.2 0.09
H -2.2689 2.8129 -0.6372 -1.4 1.1 1.3 0.00
H -3.1164 1.4127 -0.1299 -0.5 0.3 0.4 0.08
C 2.8444 -1.0411 3.4276 1.9 -0.7 1.3 -0.06
C 2.1854 -1.0462 2.1547 0.3 0.5 2.9 -0.19
N 1.6486 -1.0299 1.1541 5.6 1.3 1.2 0.03
H 3.8817 -1.2951 3.2098 0.2 -0.8 0.2 0.09
H 2.4368 -1.6681 4.2206 -0.1 -0.6 -0.5 0.10
H 2.9972 -0.0941 3.9455 -0.5 -0.1 -0.8 0.06
C -1.3842 0.5841 -3.6560 0.8 -0.9 -1.2 -0.07
C -2.0289 -0.2627 -4.6970 -0.4 1.1 0.9 -0.26
N -2.5286 -0.9057 -5.5054 0.1 -0.1 0.0 0.11
H -0.7278 1.2907 -4.1638 0.0 0.1 -0.1 0.09
H -0.7162 -0.1124 -3.1492 0.0 0.1 0.2 0.06
H -1.9072 1.1492 -2.8845 -0.9 -0.6 -0.9 0.04
C 0.7210 0.1580 -0.8538 -1.9 2.7 -1.2 -0.11
C -0.4197 1.1302 -0.9992 1.5 -1.7 0.4 -0.14
N -1.3721 1.7510 -1.1460 4.1 -1.8 -2.8 0.06
H 1.4585 0.2988 -1.6440 -0.1 0.8 0.2 0.09
H 0.3638 -0.8570 -1.0277 -0.4 1.2 0.2 0.01
H 1.1229 0.2055 0.1583 -0.2 0.4 -0.9 0.04
C 0.8451 2.8525 1.1758 0.2 -1.3 0.8 -0.03
C 1.3714 1.9213 2.1999 0.8 -1.3 2.6 -0.17
N 1.7925 1.1683 3.0029 -2.2 4.3 -2.6 0.13
H -0.2143 2.6303 1.0475 0.0 0.1 0.0 0.07
H 1.3742 2.4820 0.2978 -0.1 1.0 -0.4 0.07
H 0.9731 3.8922 1.4771 0.3 -0.2 -0.3 0.10
N -1.9724 -2.7124 -0.4237 -1.5 -0.3 0.6 0.04
C -2.5262 -2.3973 0.7722 -3.2 -1.1 0.0 -0.17
C -1.6104 -1.8805 1.5932 0.0 1.3 1.0 -0.09
C -0.4272 -1.7960 0.8635 -1.7 -1.8 0.1 -0.11
C -0.6889 -2.3617 -0.3435 1.0 -1.0 -1.8 -0.19
H -2.4275 -3.2212 -1.1681 0.2 0.2 0.2 0.16
H -3.5602 -2.6186 0.9920 0.0 0.0 -0.2 0.11
H -1.8028 -1.4421 2.5613 0.0 -0.3 0.1 0.10
H 0.5506 -1.5211 1.2306 -3.9 -1.4 -0.4 -0.06
H -0.1208 -2.6178 -1.2256 0.4 0.2 0.4 0.09
```
Forces are in eV/Å.

Results
HOMO energy: -8.1 eV
F_max: 5.9 eV/A
LUMO energy: 0.06 eV
energy relative to the best compared isomer or geometry (same formula, charge and spin): 877.1 kJ/mol
gap between HOMO and LUMO: 8.138 eV

***

# 5
The following is a quantum chemistry calculation of a cluster of 2 separate species, C5H9N in total in a non-equilibrium geometry, from the Open Molecules 2025 dataset.

Structure (XYZ):
```
15
Properties=species:S:1:pos:R:3:forces:R:3:lowdin_charge:R:1
C -1.5890 -1.9005 0.8529 1.0 -0.1 0.5 -0.26
C -0.2604 -1.9937 0.7405 -0.6 0.1 -0.5 0.00
C -2.0259 0.3327 0.7941 0.3 0.0 0.3 -0.05
N -2.3364 -0.8171 0.3828 -0.4 -0.1 -0.2 -0.02
H -2.1141 -2.6908 1.3730 -0.4 0.1 -0.2 0.10
H 0.2667 -1.2453 0.1625 0.2 0.0 0.1 0.04
H 0.2645 -2.8724 1.0799 0.1 0.0 0.1 0.05
H -2.5455 1.2192 0.4444 -0.1 -0.1 -0.2 0.07
H -1.2337 0.4674 1.5401 0.0 0.1 -0.1 0.08
C 2.3937 1.1277 -1.0368 -0.2 0.5 0.1 -0.08
C 1.4786 2.0228 -1.3840 -0.2 -0.1 -0.4 -0.09
H 2.8062 1.1045 -0.0371 0.1 -0.1 0.0 0.04
H 2.7668 0.4310 -1.7735 0.0 -0.2 0.1 0.04
H 1.0730 2.8050 -0.7553 0.2 -0.2 0.3 0.04
H 1.0556 2.0094 -2.3835 0.1 0.0 0.0 0.04
```
Forces are in eV/Å.

Results
HOMO energy: -9.2 eV
F_max: 1.2 eV/A
LUMO energy: 1.08 eV
energy relative to the best compared isomer or geometry (same formula, charge and spin): 241.4 kJ/mol
SMILES string: C=CN=C.C=C
gap between HOMO and LUMO: 10.274 eV